Record 1
{"formula": "C52H72F6O11S5", "method": "ωB97M-V/def2-TZVPD", "symbols": ["F", "C", "C", "C", "C", "C", "C", "H", "H", "H", "H", "H", "F", "C", "C", "C", "C", "C", "C", "H", "H", "H", "H", "H", "F", "C", "C", "C", "C", "C", "C", "H", "H", "H", "H", "H", "F", "C", "C", "C", "C", "C", "C", "H", "H", "H", "H", "H", "F", "C", "C", "C", "C", "C", "C", "H", "H", "H", "H", "H", "F", "C", "C", "C", "C", "C", "C", "H", "H", "H", "H", "H", "C", "S", "O", "C", "H", "H", "H", "H", "H", "H", "C", "S", "O", "C", "H", "H", "H", "H", "H", "H", "C", "S", "O", "C", "H", "H", "H", "H", "H", "H", "C", "S", "O", "C", "H", "H", "H", "H", "H", "H", "C", "S", "O", "C", "H", "H", "H", "H", "H", "H", "C", "O", "C", "O", "O", "C", "H", "H", "H", "H", "H", "H", "C", "O", "C", "O", "O", "C", "H", "H", "H", "H", "H", "H"], "positions_angstrom": [[0.66855, 3.57587, -4.02799], [-0.13220, 4.18869, -3.12840], [0.33653, 4.51368, -1.86904], [-0.54987, 5.02119, -0.90841], [-1.86476, 5.23948, -1.27123], [-2.30896, 4.95555, -2.54455], [-1.46627, 4.38051, -3.49217], [1.39563, 4.32948, -1.73609], [-0.21493, 5.19621, 0.10379], [-2.62071, 5.63911, -0.60509], [-3.33669, 5.07874, -2.86268], [-1.90963, 4.08252, -4.43124], [1.73009, 1.63831, 8.61319], [0.84351, 0.94473, 7.87740], [-0.49296, 1.22902, 7.97984], [-1.35916, 0.47256, 7.19531], [-0.90312, -0.46750, 6.27337], [0.47054, -0.70871, 6.17530], [1.32864, -0.01924, 7.00761], [-1.01105, 1.90711, 8.64404], [-2.43571, 0.58873, 7.24923], [-1.60980, -1.05877, 5.70730], [0.88955, -1.46354, 5.52627], [2.40920, -0.06906, 6.93483], [3.00775, 1.28457, -2.88469], [3.68052, 2.23996, -3.55111], [4.80117, 1.88016, -4.26878], [5.50277, 2.82928, -4.99033], [5.05110, 4.12823, -5.07875], [3.89293, 4.46609, -4.36852], [3.17244, 3.53809, -3.62915], [5.10198, 0.83929, -4.24243], [6.34810, 2.48791, -5.57556], [5.60634, 4.85215, -5.65634], [3.58276, 5.50268, -4.33197], [2.41057, 3.80850, -2.90965], [1.78758, 3.40093, -8.86066], [1.11199, 2.62579, -8.00847], [1.67259, 2.29616, -6.78321], [1.01163, 1.49436, -5.87694], [-0.24099, 0.96950, -6.21301], [-0.83220, 1.36746, -7.41229], [-0.15906, 2.18554, -8.30162], [2.68570, 2.59653, -6.53600], [1.50951, 1.23115, -4.95401], [-0.82667, 0.33670, -5.56006], [-1.82851, 1.03965, -7.67834], [-0.50281, 2.53300, -9.27178], [2.37332, -0.11480, 3.58049], [3.50649, -0.49984, 4.19360], [3.77021, -1.83179, 4.47420], [5.01169, -2.14592, 5.07484], [5.99264, -1.19915, 5.23630], [5.70969, 0.14867, 4.94234], [4.48718, 0.45892, 4.43278], [2.99625, -2.57774, 4.37306], [5.15022, -3.19962, 5.27674], [6.90833, -1.46677, 5.74748], [6.49805, 0.86536, 5.12249], [4.23846, 1.49800, 4.23623], [-2.94200, 5.85148, 4.74769], [-2.85714, 4.74690, 3.99106], [-2.60185, 3.51466, 4.59922], [-2.70660, 2.32999, 3.92057], [-2.93236, 2.37341, 2.52920], [-3.11418, 3.60246, 1.91322], [-3.15906, 4.77820, 2.65773], [-2.37443, 3.57727, 5.65964], [-2.53150, 1.41265, 4.46759], [-2.86202, 1.53372, 1.85043], [-3.23218, 3.59128, 0.83809], [-3.50041, 5.69626, 2.19103], [-0.17490, -3.93008, 4.01639], [0.68486, -4.58640, 5.46407], [1.67715, -3.57999, 5.94871], [-0.66879, -4.48042, 6.68454], [-0.40879, -2.86475, 4.09215], [-1.11855, -4.41563, 3.77088], [0.49340, -3.99315, 3.15611], [-0.76652, -3.44488, 7.00643], [-0.39056, -5.06059, 7.56023], [-1.51340, -4.88897, 6.13101], [3.32941, -0.62196, -0.72812], [3.97673, -1.99148, 0.27603], [4.46915, -3.02756, -0.69432], [2.34381, -2.57462, 0.83216], [4.16738, -0.21100, -1.28922], [2.84891, 0.19172, -0.18744], [2.62541, -1.03590, -1.44814], [1.76345, -2.91327, -0.02986], [1.80012, -1.82571, 1.40843], [2.44672, -3.45176, 1.47554], [2.89390, -4.46270, -3.78458], [1.78320, -3.05485, -3.53383], [1.36137, -3.06626, -2.09362], [3.06560, -1.75516, -3.64524], [2.25619, -5.34282, -3.83030], [3.62502, -4.54127, -2.98060], [3.42181, -4.35921, -4.73393], [3.89610, -2.09677, -3.02172], [2.78135, -0.77342, -3.26887], [3.43638, -1.57712, -4.65747], [-5.09502, -3.70743, 3.55783], [-4.00513, -2.53568, 4.47817], [-2.93076, -2.04117, 3.54367], [-5.15536, -1.14174, 4.63033], [-5.41265, -4.45174, 4.27813], [-4.50893, -4.09551, 2.72688], [-5.84884, -3.09321, 3.06689], [-6.14005, -1.46168, 4.95573], [-5.22263, -0.71480, 3.62391], [-4.61388, -0.36729, 5.17075], [-3.09068, -3.16830, 0.25525], [-2.96686, -3.29724, -1.54675], [-3.47830, -4.66923, -1.87800], [-4.41593, -2.24994, -1.83000], [-2.74134, -2.20588, 0.63000], [-2.53153, -3.92942, 0.80070], [-4.13849, -3.36510, 0.48829], [-4.18007, -1.30222, -1.33177], [-5.31722, -2.71350, -1.43596], [-4.57040, -1.99099, -2.87618], [-2.41454, 0.26952, -3.87949], [-2.69922, -0.97282, -4.47113], [-2.86050, -1.01610, -5.78916], [-2.63422, -0.13996, -6.58132], [-3.38533, -2.18181, -6.09521], [-3.81124, -2.41873, -7.43525], [-2.77846, 0.27981, -2.85211], [-2.97446, 1.07779, -4.36311], [-1.35965, 0.54593, -3.89043], [-3.01830, -2.72102, -8.11213], [-4.34270, -1.53142, -7.76999], [-4.52065, -3.23672, -7.34318], [-0.52947, -0.53355, 2.34271], [0.34866, -0.18858, 1.28537], [-0.13283, 0.19625, 0.12236], [-1.28438, 0.37230, -0.18604], [0.91902, 0.34672, -0.68029], [0.73391, 0.87943, -1.97144], [0.04362, -0.46613, 3.26477], [-0.93159, -1.54735, 2.31871], [-1.40219, 0.11120, 2.39424], [0.61027, 0.09669, -2.72542], [1.61129, 1.44625, -2.27712], [-0.16137, 1.49841, -2.03160]], "gap_ev": 8.3, "e_homo_ev": -8.183, "largest_force_ev_per_a": 2.06}

---

Record 2
{"formula": "C3H7NO2", "method": "ωB97M-V/def2-TZVPD", "symbols": ["C", "C", "N", "O", "C", "O", "H", "H", "H", "H", "H", "H", "H"], "positions_angstrom": [[1.38032, 0.43778, 0.67923], [0.17128, 0.73119, 0.11581], [-0.53939, 1.73095, -0.17577], [-1.75231, 1.41214, -0.78635], [-0.84201, -1.06189, -0.41579], [-0.20205, -2.11747, -0.18818], [1.48219, 0.40709, 1.76194], [1.59084, -1.15708, 0.63431], [2.29772, 0.55849, 0.10720], [-2.14083, 2.28277, -0.93804], [-0.91042, -0.67176, -1.44177], [-1.65540, -0.75556, 0.26054], [1.12006, -1.79664, 0.38688]], "gap_ev": 9.1, "e_homo_ev": -9.167, "relative_energy_ev": 7.525, "largest_force_ev_per_a": 0.77}

---

| no. | E_LUMO (eV) | DFT total energy (hartree) |
| --- | --- | --- |
| 1 | 0.09 | -5442.14062 |
| 2 | -0.02 | -323.50443 |